Formula: C104H139N11O16
Source: the OMol25 dataset
Level of theory: ωB97M-V with the def2-TZVPD basis set

```
270
Properties=species:S:1:pos:R:3:lowdin_charge:R:1
O -3.684 -35.128 15.241 0.04
C -2.637 -34.645 14.693 -0.19
C -1.300 -35.378 14.644 -0.11
C -1.159 -36.483 15.471 0.01
C 0.041 -37.209 15.385 -0.05
C 1.071 -36.837 14.520 -0.05
C 0.959 -35.603 13.855 0.02
C -0.208 -34.853 14.028 -0.11
C -0.267 -33.538 13.347 -0.25
O 0.754 -33.059 12.794 0.07
C -1.495 -32.742 13.396 -0.09
C -1.540 -31.447 12.956 -0.01
C -2.646 -30.573 13.094 -0.05
C -3.781 -31.093 13.687 -0.08
C -3.859 -32.405 14.154 0.01
C -2.687 -33.241 14.068 -0.03
H -1.937 -36.742 16.173 0.12
H 0.361 -38.056 15.972 0.10
H 1.935 -37.478 14.432 0.11
H 1.746 -35.270 13.194 0.12
H -0.739 -30.847 12.551 0.12
H -2.522 -29.609 12.624 0.11
H -4.631 -30.428 13.698 0.10
H -4.767 -32.683 14.669 0.11
O -15.920 -42.578 12.084 0.13
C -15.898 -42.436 13.271 -0.30
C -15.588 -41.065 13.839 -0.05
C -15.214 -39.931 13.055 0.02
C -14.794 -38.684 13.549 -0.07
C -14.579 -38.618 14.874 -0.08
C -15.041 -39.660 15.703 0.01
C -15.542 -40.875 15.221 -0.10
C -16.053 -41.852 16.207 -0.26
O -16.169 -41.624 17.408 0.10
C -16.352 -43.225 15.577 -0.07
C -16.591 -44.318 16.421 -0.02
C -16.661 -45.615 15.936 -0.05
C -16.337 -45.947 14.581 -0.04
C -16.027 -44.864 13.762 0.00
C -16.105 -43.534 14.244 -0.09
H -15.305 -40.012 11.982 0.11
H -14.638 -37.873 12.853 0.11
H -14.105 -37.759 15.327 0.11
H -14.847 -39.436 16.741 0.12
H -16.769 -44.169 17.475 0.12
H -16.949 -46.427 16.587 0.10
H -16.341 -46.987 14.290 0.10
H -15.670 -45.189 12.795 0.12
O -17.079 -30.064 16.609 0.07
C -16.820 -30.623 15.515 -0.23
C -15.484 -31.148 15.070 -0.06
C -14.377 -30.798 15.867 -0.04
C -13.149 -31.244 15.635 -0.07
C -12.961 -31.864 14.413 -0.06
C -13.959 -32.129 13.495 -0.02
C -15.283 -31.806 13.778 -0.04
C -16.500 -31.953 12.834 -0.24
O -16.430 -32.678 11.822 0.07
C -17.813 -31.366 13.213 -0.09
C -18.925 -31.480 12.332 0.00
C -20.176 -30.969 12.687 -0.05
C -20.307 -30.478 13.992 -0.07
C -19.241 -30.382 14.854 -0.03
C -17.954 -30.751 14.479 -0.06
H -14.670 -30.246 16.748 0.12
H -12.361 -30.982 16.325 0.12
H -11.995 -32.334 14.298 0.11
H -13.728 -32.648 12.577 0.12
H -18.830 -31.660 11.271 0.11
H -20.998 -31.154 12.012 0.11
H -21.251 -30.072 14.323 0.11
H -19.577 -30.103 15.842 0.12
O -11.683 -30.624 7.720 0.11
C -12.714 -31.082 7.288 -0.28
C -14.056 -30.382 7.477 -0.07
C -14.131 -29.197 8.182 0.00
C -15.346 -28.517 8.292 -0.10
C -16.464 -28.959 7.756 -0.10
C -16.453 -30.104 6.955 0.03
C -15.243 -30.887 6.829 -0.05
C -15.291 -32.146 6.043 -0.31
O -16.368 -32.623 5.726 0.09
C -14.024 -32.862 5.792 -0.08
C -13.966 -34.054 5.047 0.00
C -12.736 -34.748 4.836 -0.04
C -11.561 -34.272 5.510 -0.04
C -11.608 -33.118 6.359 0.00
C -12.824 -32.387 6.484 -0.04
H -13.261 -28.819 8.698 0.12
H -15.407 -27.731 9.030 0.11
H -17.389 -28.521 8.100 0.11
H -17.367 -30.495 6.532 0.11
H -14.800 -34.559 4.581 0.11
H -12.628 -35.726 4.390 0.10
H -10.656 -34.859 5.467 0.09
H -10.737 -32.775 6.898 0.11
C -18.783 -25.446 22.327 -0.05
C -18.364 -24.004 22.405 -0.50
C -16.766 -23.885 22.437 -0.01
C -18.824 -23.349 21.146 -0.16
C -18.834 -21.817 21.151 -0.18
C -19.639 -21.179 22.337 -0.12
C -19.063 -21.811 23.638 -0.43
C -17.732 -21.130 24.015 -0.03
C -20.219 -21.649 24.754 -0.03
N -18.931 -23.312 23.582 -0.22
O -18.620 -23.863 24.726 0.01
H -19.861 -25.587 22.399 0.09
H -18.598 -25.872 21.341 0.09
H -18.380 -26.159 23.046 0.08
H -16.618 -24.338 21.457 0.07
H -16.326 -22.890 22.374 0.07
H -16.242 -24.553 23.120 0.08
H -18.301 -23.766 20.285 0.12
H -19.810 -23.738 20.890 0.12
H -17.816 -21.428 21.142 0.09
H -19.192 -21.329 20.244 0.10
H -20.644 -21.473 22.036 0.12
H -19.453 -20.107 22.267 0.12
H -17.145 -21.904 24.510 0.07
H -17.930 -20.606 24.951 0.08
H -17.082 -20.783 23.212 0.08
H -21.033 -22.367 24.652 0.08
H -20.642 -20.646 24.716 0.07
H -19.887 -21.686 25.791 0.07
H -19.522 -24.128 24.921 0.11
C -20.661 -37.816 17.009 -0.04
C -21.594 -36.997 16.088 -0.53
C -22.147 -35.846 16.917 -0.03
C -20.718 -36.371 14.966 -0.15
C -20.196 -37.279 13.853 -0.15
C -21.244 -38.318 13.299 -0.11
C -22.214 -38.879 14.404 -0.46
C -23.535 -39.252 13.640 -0.03
C -21.473 -40.071 15.018 -0.03
N -22.569 -37.796 15.380 -0.11
O -23.621 -38.182 16.266 -0.01
H -19.810 -38.268 16.501 0.07
H -20.184 -37.277 17.828 0.08
H -21.141 -38.575 17.629 0.08
H -22.773 -35.252 16.252 0.08
H -22.823 -36.279 17.654 0.09
H -21.240 -35.318 17.214 0.09
H -21.368 -35.607 14.540 0.11
H -19.917 -35.702 15.280 0.12
H -19.751 -36.644 13.087 0.10
H -19.379 -37.821 14.328 0.09
H -20.633 -39.098 12.844 0.11
H -21.881 -37.953 12.493 0.10
H -24.275 -38.453 13.693 0.07
H -23.953 -40.188 14.011 0.08
H -23.562 -39.269 12.550 0.07
H -20.404 -40.001 15.221 0.08
H -21.850 -40.891 14.407 0.09
H -22.039 -40.200 15.940 0.07
H -23.124 -38.842 16.755 0.07
C -5.452 -35.116 7.966 -0.03
C -5.912 -36.339 8.943 -0.39
C -4.619 -37.016 9.544 -0.02
C -6.838 -35.698 10.123 -0.10
C -7.606 -36.853 10.830 -0.21
C -8.443 -37.566 9.821 -0.19
C -7.620 -38.250 8.773 -0.53
C -6.882 -39.515 9.283 -0.02
C -8.785 -38.715 7.903 -0.05
N -6.818 -37.225 8.187 -0.10
O -6.246 -37.759 6.986 -0.01
H -6.235 -34.759 7.297 0.07
H -5.156 -34.242 8.545 0.07
H -4.695 -35.397 7.235 0.06
H -3.816 -37.080 8.809 0.07
H -4.339 -36.479 10.451 0.07
H -4.775 -38.029 9.914 0.05
H -6.344 -35.058 10.854 0.11
H -7.648 -35.131 9.664 0.10
H -6.879 -37.452 11.380 0.11
H -8.266 -36.554 11.644 0.11
H -9.166 -36.812 9.510 0.13
H -8.800 -38.372 10.462 0.13
H -6.222 -40.037 8.589 0.09
H -7.589 -40.327 9.449 0.08
H -6.321 -39.425 10.213 0.07
H -8.444 -38.918 6.888 0.08
H -9.671 -38.107 7.718 0.08
H -9.354 -39.547 8.318 0.09
H -6.513 -37.173 6.274 0.10
C -25.008 -30.086 25.198 -0.07
C -24.195 -30.678 24.082 -0.44
C -22.712 -30.827 24.585 -0.03
C -24.974 -31.941 23.597 -0.11
C -24.861 -32.386 22.106 -0.18
C -25.129 -31.158 21.250 -0.18
C -24.189 -29.958 21.542 -0.46
C -22.809 -30.542 21.053 -0.03
C -24.709 -28.865 20.586 -0.04
N -24.273 -29.633 22.973 -0.13
O -23.560 -28.495 23.283 -0.01
H -25.311 -30.811 25.953 0.09
H -24.462 -29.281 25.690 0.08
H -25.947 -29.573 24.990 0.09
H -21.884 -30.827 23.876 0.07
H -22.260 -30.029 25.176 0.07
H -22.566 -31.732 25.174 0.08
H -24.416 -32.735 24.094 0.11
H -25.984 -31.980 24.004 0.11
H -23.980 -32.976 21.852 0.10
H -25.537 -33.234 21.996 0.11
H -26.151 -30.916 21.542 0.12
H -25.294 -31.418 20.204 0.11
H -22.404 -31.270 21.755 0.06
H -22.036 -29.793 20.879 0.07
H -22.849 -31.003 20.066 0.08
H -24.893 -29.284 19.597 0.08
H -23.978 -28.068 20.450 0.07
H -25.605 -28.271 20.766 0.08
H -24.242 -27.824 23.209 0.11
C -24.088 -24.948 14.014 -0.05
C -23.513 -23.722 13.241 -0.44
C -23.263 -22.576 14.319 -0.01
C -22.134 -24.110 12.656 -0.14
C -22.143 -25.044 11.432 -0.17
C -23.024 -24.434 10.317 -0.15
C -24.427 -24.073 10.866 -0.49
C -24.993 -23.323 9.619 -0.06
C -25.218 -25.382 10.944 -0.04
N -24.473 -23.339 12.157 -0.08
O -25.846 -23.071 12.544 -0.01
H -23.594 -24.994 14.984 0.07
H -25.135 -24.864 14.307 0.08
H -24.036 -25.928 13.541 0.06
H -22.251 -22.173 14.287 0.07
H -23.996 -21.776 14.216 0.07
H -23.489 -22.927 15.326 0.07
H -21.538 -23.221 12.450 0.11
H -21.536 -24.658 13.384 0.12
H -21.180 -25.009 10.923 0.10
H -22.390 -26.085 11.639 0.11
H -23.132 -25.122 9.479 0.12
H -22.621 -23.483 9.969 0.12
H -24.914 -23.954 8.734 0.09
H -24.524 -22.366 9.389 0.07
H -25.952 -22.830 9.780 0.07
H -24.696 -26.035 11.643 0.05
H -25.007 -25.954 10.040 0.08
H -26.272 -25.400 11.221 0.09
H -25.952 -22.130 12.388 0.09
N -21.594 -33.826 6.554 0.18
C -22.501 -33.602 7.418 -0.89
N -22.868 -32.392 7.588 0.17
O -22.883 -34.490 8.095 0.06
H -21.184 -32.955 6.245 0.11
H -21.265 -34.776 6.454 0.13
H -22.756 -31.697 6.864 0.11
H -23.258 -32.116 8.478 0.13
N -25.985 -33.522 14.570 0.16
C -25.771 -33.583 13.287 -0.79
N -25.123 -34.687 12.994 0.16
O -26.097 -32.729 12.481 0.03
H -26.543 -32.756 14.920 0.12
H -25.402 -34.154 15.100 0.10
H -25.033 -34.925 12.016 0.12
H -24.900 -35.447 13.620 0.10
N -18.882 -37.626 8.482 0.14
C -17.718 -37.569 7.904 -0.81
N -17.040 -36.583 8.474 0.16
O -17.459 -38.282 6.996 0.07
H -19.164 -37.013 9.234 0.10
H -19.632 -38.124 8.026 0.12
H -16.246 -36.259 7.940 0.11
H -17.489 -36.007 9.171 0.10
```

SMILES ... O=C1c2ccccc2C(=O)c2ccccc21.O=C1c2ccccc2C(=O)c2ccccc21.O=C1c2ccccc2C(=O)c2ccccc21.O=C1c2ccccc2C(=O)c2ccccc21.CC1(C)CCCC(C)(C)N1O.CC1(C)CCCC(C)(C)N1O.CC1(C)CCCC(C)(C)N1O.CC1(C)CCCC(C)(C)N1O.CC1(C)CCCC(C)(C)N1O.NC(N)=O.NC(N)=O.NC(N)=O
Total energy ... -5851.95111 hartree
Orbital gap ... 6.25 eV

***

Formula: C38H44CaClN11O5
Source: the OMol25 dataset
Level of theory: ωB97M-V with the def2-TZVPD basis set

```
100
Properties=species:S:1:pos:R:3:lowdin_charge:R:1
Ca 0.890 -0.573 -0.516 1.36
C -2.615 0.949 4.560 -0.09
C -3.596 0.560 3.652 -0.09
C -3.304 0.543 2.306 -0.03
C -2.018 0.919 1.874 -0.36
N -1.079 1.315 2.754 0.13
C -1.387 1.330 4.047 -0.14
N -1.654 0.763 0.566 0.15
C -0.942 1.636 -0.071 -0.35
N -0.110 1.266 -1.073 -0.02
C 0.758 2.297 -1.292 -0.31
N 1.837 2.153 -1.977 0.18
C 3.008 2.814 -1.767 -0.35
C 3.845 3.138 -2.853 -0.02
C 5.102 3.638 -2.605 -0.08
C 5.514 3.846 -1.289 -0.09
C 4.623 3.527 -0.284 -0.15
N 3.408 3.024 -0.497 0.11
C 0.273 3.512 -0.586 -0.08
C 0.650 4.839 -0.637 0.00
C -0.110 5.751 0.089 -0.07
C -1.203 5.339 0.840 -0.07
C -1.572 3.999 0.897 0.00
C -0.817 3.097 0.177 -0.09
H -2.808 0.977 5.623 0.09
H -4.581 0.270 4.000 0.11
H -4.044 0.272 1.562 0.09
H -0.592 1.662 4.709 0.11
H 3.482 2.976 -3.858 0.11
H 5.771 3.868 -3.425 0.10
H 6.492 4.244 -1.057 0.09
H 4.887 3.677 0.759 0.10
H 1.491 5.163 -1.236 0.11
H 0.147 6.802 0.049 0.10
H -1.787 6.071 1.383 0.10
H -2.431 3.679 1.473 0.11
N 1.845 0.728 1.179 -0.07
C 2.783 0.004 2.051 -0.24
C 3.918 -0.607 1.210 -0.19
C 4.197 -2.086 1.484 -0.19
C 3.019 -3.030 1.213 -0.26
N 2.292 -2.691 -0.015 -0.03
H 2.325 1.545 0.786 0.06
H 1.058 1.079 1.731 0.06
H 2.220 -0.784 2.559 0.10
H 3.206 0.654 2.826 0.11
H 4.845 -0.053 1.371 0.11
H 3.654 -0.485 0.160 0.08
H 4.500 -2.224 2.526 0.11
H 5.041 -2.390 0.858 0.11
H 2.309 -2.976 2.045 0.09
H 3.416 -4.053 1.189 0.11
H 1.716 -3.466 -0.325 0.08
H 2.941 -2.487 -0.768 0.08
Cl 3.126 -1.260 -7.595 0.63
C 2.900 -1.080 -5.879 -0.68
C 3.952 -0.556 -5.101 -0.09
C 3.802 -0.407 -3.755 0.00
C 2.593 -0.765 -3.077 -0.36
O 2.500 -0.651 -1.817 -0.26
C 1.533 -1.282 -3.902 -0.12
C 0.286 -1.680 -3.341 -0.18
O -0.041 -1.689 -2.146 -0.17
C 1.717 -1.418 -5.297 -0.07
H 4.875 -0.270 -5.589 0.11
H 4.592 0.023 -3.151 0.12
H -0.453 -2.046 -4.078 0.13
H 0.897 -1.784 -5.904 0.11
O -0.825 -3.380 0.317 0.12
C -0.580 -2.737 1.448 -0.49
O -0.072 -1.642 1.489 0.01
C -1.026 -3.501 2.708 -0.21
N -1.270 -4.911 2.362 -0.03
C -2.654 -5.274 2.712 -0.19
C -3.399 -3.949 2.603 -0.16
C -2.390 -2.952 3.179 -0.11
H -0.258 -3.356 3.468 0.16
H -0.591 -5.542 2.761 0.13
H -1.122 -4.278 0.604 0.11
H -2.736 -5.671 3.729 0.12
H -3.025 -6.032 2.021 0.11
H -4.337 -3.962 3.153 0.11
H -3.611 -3.717 1.556 0.11
H -2.435 -2.955 4.268 0.12
H -2.547 -1.931 2.837 0.10
C -5.553 -1.141 -0.836 -0.04
N -4.952 0.151 -1.056 -0.12
C -5.673 1.400 -1.020 -0.05
C -4.611 2.371 -1.608 -0.49
O -4.788 3.560 -1.735 0.05
N -3.498 1.644 -1.932 0.18
C -3.733 0.392 -1.608 -0.44
N -2.872 -0.611 -1.855 0.20
H -6.625 -1.075 -1.020 0.09
H -5.408 -1.494 0.192 0.07
H -5.132 -1.875 -1.524 0.09
H -5.950 1.700 -0.007 0.12
H -6.566 1.378 -1.649 0.13
H -1.913 -0.321 -2.004 0.07
H -2.943 -1.444 -1.295 0.09
```

Relative energy (zero: lowest compared OMol25 entry of this formula, charge and spin) ... 121.9 kJ/mol
Total energy ... -3590.99916 hartree
Orbital gap ... 7.33 eV

***

The records above give, respectively, strongest force on any atom values of 0.141, 0.049 hartree/bohr.
The records above give, respectively, HOMO level values of -7.69, -7.33 eV.